# 1
This record from OMol25 describes an isolated molecule of C4H9NO. The level of theory is ωB97M-V/def2-TZVPD.

ORCA input file:
```
! wB97M-V def2-TZVPD RIJCOSX def2/J DEFGRID3
* xyz 0 1
C -1.765 -0.803 1.115
C -0.747 -0.722 -0.017
C 0.483 0.054 0.388
O 0.678 0.546 1.467
N 1.524 0.196 -0.642
C 1.583 1.598 -1.360
H -2.140 0.190 1.375
H -2.613 -1.431 0.828
H -1.309 -1.228 2.013
H -0.413 -1.732 -0.303
H -1.176 -0.275 -0.923
H 1.440 -0.505 -1.377
H 0.640 1.629 -1.932
H 1.460 2.291 -0.513
H 2.433 0.080 -0.195
*
```

The HOMO-LUMO gap comes out at 7.46 eV. As for the relative energy (zero: lowest compared OMol25 entry of this formula, charge and spin): 85.8 kcal per mole.

=====

# 2
This record from OMol25 describes a cluster of 2 separate species, C4H14N2 in total. The level of theory is ωB97M-V/def2-TZVPD.

ORCA input file:
```
! wB97M-V def2-TZVPD RIJCOSX def2/J DEFGRID3
* xyz 0 1
C -0.802 4.562 0.285
C -1.570 5.114 -0.926
C -0.969 4.427 -2.219
H -0.138 5.365 0.596
H -0.222 3.649 0.117
H -1.415 4.372 1.175
H -1.509 6.172 -1.123
H -2.635 4.843 -0.960
H -1.573 3.528 -2.432
H -1.284 5.111 -3.018
H 0.055 4.080 -2.159
N 0.356 -5.717 0.406
C 1.755 -5.445 0.824
N 1.894 -5.758 2.346
H -0.008 -4.882 -0.016
H -0.193 -6.236 1.071
H 2.487 -6.129 0.401
H 1.879 -4.368 0.789
H 1.120 -6.419 2.426
H 2.771 -6.268 2.415
*
```

The HOMO-LUMO gap comes out at 10.27 eV. As for the relative energy (zero: lowest compared OMol25 entry of this formula, charge and spin): 30.6 kcal per mole. The SMILES is CCC.NCN.

=====

# 3
This record from OMol25 describes a cluster of 2 separate species, C5H8NO5 in total. The level of theory is ωB97M-V/def2-TZVPD.

ORCA input file:
```
! wB97M-V def2-TZVPD RIJCOSX def2/J DEFGRID3
* xyz 1 1
C 0.371 -1.654 2.609
C -0.436 -2.021 1.614
C -0.337 -0.964 0.685
C 0.674 -0.135 1.157
C 0.062 1.881 -1.936
N 0.522 3.070 -2.071
O 1.104 -0.587 2.356
O -1.398 -2.908 1.639
O -0.981 -0.826 -0.602
O 0.690 0.793 -2.363
O -0.918 1.555 -1.215
H 0.546 -2.293 3.558
H 1.345 3.241 -2.505
H -0.960 0.462 -0.972
H 0.035 3.765 -1.441
H -1.137 -3.732 2.002
H -1.919 -1.087 -0.633
H 1.493 0.666 -2.871
H 1.244 0.774 0.991
*
```

The HOMO-LUMO gap comes out at 8.68 eV. As for the relative energy (zero: lowest compared OMol25 entry of this formula, charge and spin): 7.9 kcal per mole.

=====

# 4
This record from OMol25 describes a structure of composition C24H25N6O4PtS. The level of theory is ωB97M-V/def2-TZVPD.

ORCA input file:
```
! wB97M-V def2-TZVPD RIJCOSX def2/J DEFGRID3
* xyz 1 3
Pt -1.314 0.872 -0.134
O 2.082 5.028 -0.133
C 2.434 4.359 -1.232
C 3.528 4.851 -1.951
C 3.943 4.235 -3.110
C 3.297 3.091 -3.578
C 2.237 2.576 -2.871
C 1.779 3.192 -1.698
C 0.641 2.590 -1.007
O 0.211 1.441 -1.398
N 0.070 3.289 -0.010
N -0.968 2.634 0.518
C -1.837 3.139 1.337
C -2.833 2.198 1.796
C -3.851 2.507 2.692
C -4.663 1.501 3.177
C -4.430 0.187 2.784
C -3.454 -0.051 1.837
N -2.704 0.921 1.322
H 1.267 4.625 0.232
H 4.019 5.737 -1.572
H 4.778 4.646 -3.662
H 3.624 2.616 -4.494
H 1.724 1.686 -3.209
H -1.774 4.163 1.679
H -3.987 3.536 2.994
H -5.459 1.725 3.874
H -5.008 -0.630 3.187
H -3.251 -1.051 1.479
N -3.891 -4.494 -3.916
C -2.624 -4.190 -3.535
S -1.364 -5.205 -4.082
C -2.343 -3.085 -2.695
C -1.012 -2.730 -2.354
C -0.768 -1.652 -1.554
N -1.751 -0.876 -1.043
C -3.026 -1.202 -1.351
C -3.360 -2.259 -2.150
H -4.061 -5.283 -4.513
H -4.663 -3.895 -3.696
H -0.187 -3.316 -2.740
H 0.241 -1.353 -1.302
H -3.794 -0.562 -0.939
H -4.406 -2.443 -2.345
O 0.253 -2.053 2.647
C 0.963 -1.379 1.769
O 0.594 -0.335 1.278
C 2.320 -2.035 1.413
N 2.547 -3.169 2.319
C 3.679 -2.859 3.219
C 3.844 -1.343 3.121
C 3.457 -1.039 1.671
H 2.261 -2.333 0.365
H 2.666 -4.050 1.843
H 0.854 -2.806 2.902
H 4.591 -3.366 2.893
H 3.451 -3.187 4.233
H 4.858 -1.035 3.365
H 3.159 -0.841 3.808
H 4.295 -1.224 0.998
H 3.117 -0.016 1.522
*
```

The HOMO-LUMO gap (spin up / spin down) comes out at 5.77 / 4.77 eV. As for the relative energy (zero: lowest compared OMol25 entry of this formula, charge and spin): 0.0 kcal per mole. Its expectation value of S² is 2.020.

=====

# 5
This record from OMol25 describes an isolated molecule of C21H24N4O4. The level of theory is ωB97M-V/def2-TZVPD.

ORCA input file:
```
! wB97M-V def2-TZVPD RIJCOSX def2/J DEFGRID3
* xyz 0 1
C 4.946 -2.831 -3.823
O 3.568 -2.556 -3.847
C 2.920 -2.323 -2.664
C 3.546 -2.353 -1.409
C 2.836 -2.114 -0.250
C 1.482 -1.839 -0.354
N 0.546 -1.577 0.612
C -0.654 -1.359 -0.007
C -0.533 -1.485 -1.362
C 0.836 -1.800 -1.616
C 1.566 -2.047 -2.773
C -1.670 -1.267 -2.308
C -2.996 -1.313 -1.534
N -2.890 -0.582 -0.291
C -3.141 0.746 -0.200
O -3.846 1.418 -0.901
N -2.449 1.229 0.943
C -2.563 2.627 1.333
C -2.992 2.767 2.791
C -1.266 3.417 1.058
O -1.269 4.417 0.373
N -0.177 2.917 1.665
C 1.128 3.461 1.485
C 2.273 2.525 1.228
C 2.157 3.235 2.548
C -1.707 0.258 1.518
O -0.968 0.351 2.479
C -1.925 -1.009 0.701
C -2.448 -2.148 1.582
H 5.518 -1.997 -3.403
H 5.168 -3.745 -3.262
H 5.234 -2.973 -4.864
H 4.600 -2.565 -1.333
H 3.329 -2.140 0.710
H 0.712 -1.464 1.598
H 1.107 -2.025 -3.748
H -1.672 -2.025 -3.093
H -1.561 -0.289 -2.787
H -3.802 -0.859 -2.112
H -3.260 -2.346 -1.293
H -3.329 3.047 0.670
H -3.073 3.821 3.040
H -2.269 2.302 3.456
H -3.961 2.295 2.944
H -0.249 2.071 2.221
H 1.089 4.408 0.964
H 3.043 2.832 0.538
H 2.062 1.467 1.201
H 2.849 4.031 2.771
H 1.869 2.651 3.409
H -1.785 -2.277 2.434
H -2.485 -3.075 1.016
H -3.445 -1.908 1.944
*
```

The HOMO-LUMO gap comes out at 8.48 eV. As for the relative energy (zero: lowest compared OMol25 entry of this formula, charge and spin): 21.3 kcal per mole. The SMILES is COc1ccc2[nH]c3c(c2c1)CCN1C(=O)N([C@@H](C)C(=O)NC2CC2)C(=O)[C@]31C.

=====

# 6
This record from OMol25 describes a cluster of 10 separate species, C15H53N18O10P in total. The level of theory is ωB97M-V/def2-TZVPD.

ORCA input file:
```
! wB97M-V def2-TZVPD RIJCOSX def2/J DEFGRID3
* xyz 0 1
C 0.275 0.879 6.178
O 0.039 1.534 4.952
C -1.336 1.632 4.606
C -1.891 0.379 3.973
C -3.348 0.534 3.560
C -4.354 0.297 4.692
C -5.592 1.173 4.586
P -5.419 2.792 5.512
H -0.391 0.029 6.334
H 0.184 1.567 7.022
H 1.298 0.510 6.178
H -1.401 2.439 3.876
H -1.908 1.934 5.492
H -1.267 0.169 3.103
H -1.796 -0.470 4.653
H -3.498 1.523 3.120
H -3.554 -0.178 2.761
H -4.652 -0.750 4.682
H -3.855 0.460 5.656
H -5.834 1.362 3.539
H -6.459 0.669 5.016
H -6.694 3.234 5.041
H -4.213 3.147 4.855
H -5.271 2.076 6.731
H -5.330 4.038 6.285
N 1.852 0.125 1.743
C 1.113 0.196 0.589
N 1.514 -0.622 -0.420
O 0.161 0.955 0.475
H 2.642 -0.483 1.847
H 1.574 0.709 2.513
H 0.981 -0.602 -1.268
H 2.289 -1.258 -0.394
N 1.008 -3.240 -3.897
C 1.756 -3.459 -2.779
N 1.786 -4.743 -2.311
O 2.361 -2.549 -2.233
H 0.518 -3.965 -4.387
H 0.936 -2.291 -4.228
H 2.330 -4.921 -1.488
H 1.291 -5.498 -2.746
N 1.516 1.151 -4.842
C 0.486 0.412 -4.346
N 0.150 0.637 -3.045
O -0.120 -0.411 -5.029
H 2.017 1.817 -4.284
H 1.778 1.039 -5.808
H -0.634 0.131 -2.675
H 0.621 1.297 -2.454
N 0.632 4.811 9.964
C -0.041 4.961 8.781
N 0.424 4.172 7.760
O -0.989 5.712 8.653
H 1.376 4.147 10.088
H 0.322 5.365 10.740
H -0.047 4.235 6.875
H 1.203 3.545 7.860
N 2.829 -2.239 -8.844
C 2.257 -1.272 -8.095
N 1.506 -1.669 -7.036
O 2.392 -0.064 -8.329
H 2.734 -3.216 -8.638
H 3.346 -2.004 -9.676
H 1.036 -0.980 -6.468
H 1.356 -2.634 -6.811
N 6.169 -5.771 -10.149
C 5.442 -4.622 -10.346
N 6.135 -3.575 -10.863
O 4.252 -4.576 -10.072
H 7.143 -5.850 -10.368
H 5.683 -6.562 -9.773
H 5.642 -2.727 -11.110
H 7.107 -3.641 -11.096
N 6.114 1.100 -11.491
C 5.101 0.400 -10.883
N 4.433 1.026 -9.895
O 4.833 -0.748 -11.234
H 6.348 2.044 -11.249
H 6.605 0.646 -12.238
H 3.650 0.537 -9.463
H 4.682 1.942 -9.572
N -6.590 -0.486 0.697
C -7.463 -0.954 1.645
N -8.679 -1.370 1.168
O -7.176 -0.991 2.825
H -6.804 -0.442 -0.281
H -5.689 -0.180 1.016
H -9.339 -1.714 1.841
H -8.933 -1.341 0.200
N -1.061 1.874 9.739
C 0.120 1.343 10.167
N 0.023 0.404 11.157
O 1.200 1.667 9.692
H -1.952 1.615 10.118
H -1.023 2.569 9.014
H 0.877 -0.008 11.484
H -0.848 0.115 11.558
*
```

The HOMO-LUMO gap comes out at 8.21 eV. The SMILES is COCCCCC[PH4].NC(N)=O.NC(N)=O.NC(N)=O.NC(N)=O.NC(N)=O.NC(N)=O.NC(N)=O.NC(N)=O.NC(N)=O.

=====

# 7
This record from OMol25 describes a cluster of 9 separate species, C29H65Br2N12O8 in total. The level of theory is ωB97M-V/def2-TZVPD.

ORCA input file:
```
! wB97M-V def2-TZVPD RIJCOSX def2/J DEFGRID3
* xyz 1 1
C -4.067 -3.642 -9.163
C -3.817 -4.118 -7.745
Br -5.326 -5.122 -7.031
C -2.530 -4.946 -7.482
Br -1.411 -5.241 -9.025
N -1.723 -4.277 -6.436
C -2.041 -4.187 -5.146
N -1.134 -3.500 -4.460
C -0.221 -3.141 -5.362
N 0.912 -2.390 -5.238
N -0.568 -3.614 -6.581
H -3.388 -2.818 -9.381
H -4.002 -4.430 -9.905
H -5.071 -3.225 -9.204
H -3.760 -3.233 -7.116
H -2.771 -5.930 -7.098
H -2.932 -4.622 -4.721
H 1.808 -2.841 -5.233
H 0.824 -1.390 -5.122
H -0.083 -3.488 -7.460
C 0.295 1.316 -5.772
O -0.461 0.539 -5.189
N 1.338 1.927 -5.208
C 2.251 2.759 -5.969
C 1.580 1.732 -3.783
H 0.196 1.527 -6.848
H 3.261 2.350 -5.912
H 2.263 3.774 -5.572
H 1.953 2.796 -7.015
H 1.682 0.668 -3.595
H 0.735 2.101 -3.201
H 2.485 2.252 -3.485
C 1.406 -1.322 -2.115
O 2.558 -0.911 -2.074
N 0.750 -1.888 -1.103
C -0.617 -2.338 -1.278
C 1.403 -2.060 0.189
H 0.807 -1.255 -3.034
H -1.266 -1.824 -0.567
H -0.679 -3.414 -1.099
H -0.959 -2.128 -2.286
H 1.703 -1.096 0.579
H 2.294 -2.682 0.070
H 0.714 -2.531 0.879
C 0.391 -0.567 3.538
O 0.413 -0.404 2.324
N 1.352 -0.183 4.383
C 1.246 -0.405 5.819
C 2.530 0.479 3.849
H -0.453 -1.060 4.045
H 1.290 0.554 6.334
H 2.076 -1.025 6.163
H 0.302 -0.896 6.063
H 2.244 1.393 3.326
H 3.041 -0.173 3.139
H 3.203 0.727 4.665
C 0.196 2.799 5.697
O 1.044 3.198 6.473
N -0.276 3.496 4.649
C -1.284 2.954 3.760
C 0.247 4.831 4.409
H -0.272 1.806 5.797
H -0.899 2.899 2.739
H -2.174 3.586 3.769
H -1.560 1.952 4.083
H 1.325 4.789 4.250
H 0.056 5.469 5.273
H -0.234 5.255 3.531
C -3.900 -2.151 -1.775
O -4.084 -2.605 -0.663
N -4.485 -1.046 -2.269
C -4.206 -0.559 -3.605
C -5.423 -0.318 -1.427
H -3.207 -2.626 -2.494
H -3.788 0.448 -3.566
H -5.123 -0.537 -4.199
H -3.483 -1.212 -4.093
H -4.927 0.014 -0.515
H -6.253 -0.966 -1.145
H -5.802 0.544 -1.969
C -0.050 5.643 10.683
O -0.761 6.065 9.791
N 1.229 5.254 10.524
C 2.027 4.762 11.627
C 1.819 5.335 9.197
H -0.406 5.544 11.723
H 2.905 5.395 11.772
H 2.359 3.741 11.427
H 1.438 4.766 12.542
H 1.794 6.367 8.843
H 1.254 4.719 8.498
H 2.848 4.987 9.232
C -2.514 -1.493 5.951
O -1.634 -1.274 6.768
N -3.359 -2.532 6.001
C -4.387 -2.742 5.000
C -3.233 -3.476 7.102
H -2.691 -0.834 5.083
H -5.374 -2.734 5.466
H -4.240 -3.703 4.504
H -4.345 -1.953 4.252
H -3.369 -2.962 8.053
H -2.241 -3.926 7.099
H -3.985 -4.253 6.998
C 5.695 0.717 -6.408
O 5.702 0.798 -7.621
N 6.665 1.169 -5.595
C 6.586 1.040 -4.152
C 7.828 1.807 -6.192
H 4.858 0.247 -5.858
H 6.613 2.025 -3.683
H 7.426 0.451 -3.779
H 5.659 0.542 -3.871
H 7.523 2.679 -6.770
H 8.332 1.114 -6.865
H 8.514 2.114 -5.406
*
```

The HOMO-LUMO gap comes out at 6.36 eV.

=====

# 8
This record from OMol25 describes a cluster of 2 separate species, C4H8OS2 in total. The level of theory is ωB97M-V/def2-TZVPD.

ORCA input file:
```
! wB97M-V def2-TZVPD RIJCOSX def2/J DEFGRID3
* xyz 0 1
C -2.552 -0.468 -0.273
C 1.888 -0.545 0.272
C 0.485 -0.645 -0.360
C -0.504 0.373 -0.086
O -2.923 -1.571 -0.301
S -0.592 1.157 1.544
S -0.706 1.525 -1.447
H -3.067 0.457 -0.365
H 2.534 0.274 -0.122
H 2.241 -1.588 0.283
H 1.742 -0.240 1.346
H 0.246 -1.648 -0.103
H 0.564 -0.635 -1.454
H 0.737 1.177 1.874
H -0.093 2.377 -0.809
*
```

The HOMO-LUMO gap comes out at 8.67 eV. As for the relative energy (zero: lowest compared OMol25 entry of this formula, charge and spin): 79.0 kcal per mole.

=====

# 9
This record from OMol25 describes a cluster of 2 separate species, C29H40N3O in total. The level of theory is ωB97M-V/def2-TZVPD.

ORCA input file:
```
! wB97M-V def2-TZVPD RIJCOSX def2/J DEFGRID3
* xyz 1 1
C -3.386 -3.171 0.544
C -2.893 -4.446 1.226
C -1.376 -4.674 1.126
C -0.533 -3.421 1.026
N 0.824 -3.617 1.101
C 1.358 -4.972 1.038
C 2.884 -5.072 1.085
O 3.566 -3.907 0.620
C 3.125 -2.753 1.338
C 1.673 -2.442 1.003
C -1.077 -2.155 0.866
C -2.542 -1.928 0.913
H -3.352 -3.307 -0.544
H -4.435 -3.000 0.812
H -3.170 -4.423 2.287
H -3.406 -5.312 0.792
H -1.081 -5.277 2.000
H -1.191 -5.324 0.251
H 0.978 -5.560 1.887
H 1.028 -5.477 0.113
H 3.188 -5.293 2.126
H 3.225 -5.871 0.414
H 3.217 -2.877 2.437
H 3.780 -1.941 0.982
H 1.629 -2.012 -0.017
H 1.315 -1.677 1.706
H -0.421 -1.359 0.550
H -2.803 -1.100 0.241
H -2.834 -1.593 1.924
C -4.089 5.646 3.394
N -4.580 4.433 2.756
C -5.852 4.635 2.084
C -3.680 3.455 2.296
C -3.454 2.273 3.047
C -2.507 1.350 2.644
C -1.744 1.539 1.461
C -0.704 0.604 1.096
C 0.060 0.834 -0.076
C 1.398 0.524 -0.238
C 2.142 0.772 -1.444
C 3.279 -0.011 -1.784
C 4.045 0.284 -2.894
C 3.701 1.371 -3.738
N 4.509 1.692 -4.836
C 4.110 1.393 -6.197
C 5.595 2.647 -4.731
C 2.538 2.121 -3.443
C 1.778 1.825 -2.326
C -2.003 2.717 0.702
C -2.953 3.642 1.100
H -3.172 5.433 3.956
H -3.887 6.442 2.656
H -4.867 6.007 4.080
H -6.224 3.681 1.690
H -6.564 5.032 2.818
H -5.768 5.362 1.258
H -4.042 2.123 3.955
H -2.318 0.461 3.248
H -0.301 0.017 1.929
H -0.463 1.272 -0.935
H 1.952 0.095 0.604
H 3.540 -0.865 -1.153
H 4.926 -0.308 -3.153
H 3.324 0.629 -6.194
H 3.743 2.294 -6.715
H 4.982 1.016 -6.749
H 5.863 2.794 -3.678
H 6.467 2.265 -5.280
H 5.315 3.618 -5.172
H 2.270 2.952 -4.102
H 0.902 2.433 -2.092
H -1.420 2.919 -0.197
H -3.136 4.542 0.508
*
```

The HOMO-LUMO gap comes out at 4.54 eV. As for the relative energy (zero: lowest compared OMol25 entry of this formula, charge and spin): 122.4 kcal per mole.

=====

# 10
This record from OMol25 describes the ion C3H6N3O with charge +1. The level of theory is ωB97M-V/def2-TZVPD.

ORCA input file:
```
! wB97M-V def2-TZVPD RIJCOSX def2/J DEFGRID3
* xyz 1 1
C -2.257 -0.726 -1.547
N -1.191 -0.822 -0.899
C -0.093 -0.997 -0.288
C 0.725 -0.097 0.468
O 1.926 -0.522 1.000
N 0.381 1.108 0.590
N 1.093 2.080 1.095
H -2.419 -0.749 -2.673
H -3.193 -0.704 -0.955
H 0.352 -1.960 -0.187
H 1.925 -1.570 0.941
H 0.805 2.980 0.902
H 1.947 1.979 1.552
*
```

The HOMO-LUMO gap (spin up / spin down) comes out at 7.76 / 7.76 eV. As for the relative energy (zero: lowest compared OMol25 entry of this formula, charge and spin): 62.1 kcal per mole. The SMILES is C=N/C=C(/O)N=[NH2+].